Record 1
Below is a cluster of 3 separate species, C21H43BrClN3O4P in total at a distorted geometry, with properties calculated with wB97M-V/def2-TZVPD.

orbital gap (alpha / beta)	6.49 / 7.59	eV
charge	+1
HOMO energy (alpha / beta)	-10.2 / -11.3	eV
2S+1	3

```
74
Properties=species:S:1:pos:R:3:forces:R:3
O 2.5347 -0.6299 -2.9561 0.598 -0.072 0.185
C -1.0617 -0.3943 3.6373 0.128 0.043 -0.250
C 4.1562 -1.4540 -0.4391 -0.498 -0.313 0.150
H -1.1718 0.7535 -7.0304 -0.033 0.053 -0.023
H 0.5706 -2.6038 8.5948 0.088 -0.042 -0.020
H 2.6091 -1.7285 6.7558 -0.004 0.019 0.002
H -0.9536 -2.0443 7.9753 -0.002 -0.005 -0.015
C -1.7576 -2.5573 4.6407 0.121 -0.399 0.039
O -2.2363 2.5344 -3.5722 0.075 -0.447 0.138
H 1.3520 3.1893 -3.5655 0.057 -0.010 -0.092
H -4.4036 2.4723 -4.7234 0.030 0.013 0.046
P 2.0117 0.1086 -1.6412 -0.710 1.232 0.107
H -2.9206 -0.3317 5.6149 -0.007 0.018 -0.103
H -2.3732 -0.1967 -6.1723 0.010 -0.015 0.038
H 2.5027 -1.5953 -2.9197 -0.077 -0.049 -0.408
H 0.5574 0.6248 -5.1384 -0.033 -0.019 -0.011
H -1.2835 4.7724 -7.3309 0.001 0.001 -0.027
C 0.3262 2.8470 -3.4387 0.015 0.159 0.259
H -0.8570 4.6741 -4.9337 -0.037 -0.044 0.055
C -2.2012 0.7483 -6.6885 0.232 -0.027 0.069
H 1.6745 1.9634 -5.4221 0.008 0.050 0.072
C -0.1021 -3.7637 6.0832 -0.239 -0.122 -0.261
Cl 5.2911 0.3656 1.3641 -0.110 0.107 0.432
H -4.6223 1.4405 -6.1354 -0.013 -0.030 -0.065
H 0.0271 -4.4630 6.9104 0.026 0.000 0.053
C -1.5827 -3.5809 5.7598 0.052 0.081 -0.026
H 2.2889 -3.3505 7.3769 -0.020 -0.021 0.072
O 6.0376 -0.1960 -0.9986 0.797 0.164 -0.832
C -0.2916 2.6063 -4.8037 0.721 -0.517 -0.255
H -0.6354 -0.9478 2.8024 0.020 -0.024 0.020
H -1.4898 0.6288 5.9855 0.043 0.016 0.012
C -1.0783 -1.2140 4.9168 -0.527 0.634 0.337
H -1.8778 -0.7910 6.9380 -0.024 -0.038 -0.032
C 0.6423 1.6343 -5.5453 -0.044 -0.067 -0.003
H 2.1958 -1.9445 -0.5122 -0.083 -0.098 -0.131
C 5.2170 -0.4000 -0.1872 -0.299 -0.058 0.277
H 2.9863 -0.5185 1.7351 0.348 0.157 0.108
H 0.4671 1.5893 -6.6151 -0.025 -0.004 -0.008
H -0.4961 0.5283 3.7670 0.011 0.007 0.027
C 0.5921 -2.4534 6.4462 0.046 0.230 0.900
H 4.3306 -2.3099 0.2068 0.056 -0.015 0.298
H 1.4887 -1.3482 1.3978 -0.049 -0.143 0.050
H -0.2105 3.6003 -2.8694 -0.078 -0.055 0.030
H 4.3360 -1.7848 -1.4556 -0.050 0.026 -0.190
C -3.9835 1.6365 -5.2752 -0.186 0.068 0.162
N 0.3309 -1.4284 5.3806 -0.061 -1.058 -0.886
H 2.5112 -3.1019 5.6499 -0.015 0.043 -0.044
C 2.0927 -2.6669 6.5534 0.226 -0.056 -0.167
H 0.4317 -0.9472 8.0138 -0.004 0.026 -0.006
H -2.1404 -3.2743 6.6473 0.012 0.023 0.022
H -2.0087 -4.5355 5.4479 -0.022 -0.002 0.012
H -3.1378 3.9906 -5.9802 0.022 -0.033 0.081
H -2.8294 0.7629 -7.5776 -0.104 0.016 0.021
C -1.1929 3.7924 -6.8613 -0.065 -0.083 0.078
H 0.3329 1.9236 -2.8509 -0.073 0.016 -0.013
C -2.5793 1.9262 -5.7773 -0.102 -0.694 -0.543
H -1.3440 -2.9778 3.7175 0.077 0.035 0.019
N -1.6552 2.0245 -4.6021 -0.432 1.204 0.089
O 1.1506 -1.5436 4.3948 0.177 0.397 0.004
H 0.3993 -4.2055 5.2161 0.036 0.059 -0.024
H 0.6264 4.2776 -5.7824 0.045 -0.024 0.002
H -3.1444 3.0916 -7.4826 -0.045 -0.037 -0.024
H 1.6431 0.3095 0.8964 0.125 0.306 0.031
N 2.6979 -1.0796 -0.3261 0.957 0.423 0.151
H -2.8164 -2.3761 4.4528 -0.033 0.053 -0.023
C 0.1201 -1.9751 7.8292 -0.091 0.109 -0.046
H -2.0873 -0.1343 3.3799 -0.066 0.022 0.015
C -2.5868 3.2427 -6.5580 0.240 0.365 0.039
C 2.1937 -0.6152 1.0216 -0.617 -0.393 0.008
C -1.8804 -0.3874 5.9328 0.103 -0.030 0.175
C -0.3844 3.9221 -5.5721 -0.255 0.203 -0.183
H -3.9981 0.7590 -4.6295 0.019 -0.013 0.009
H -0.6780 3.1546 -7.5842 0.016 -0.026 0.015
Br 3.3277 1.9556 -1.4888 -0.410 -1.295 -0.001
```
Positions in Å, forces in eV/Å.

=====

Record 2
Below is a cluster of 2 separate species, H4O2 in total at a distorted geometry, with properties calculated with wB97M-V/def2-TZVPD.

orbital gap	12.22	eV
SMILES	O.O
HOMO energy	-11.5	eV

```
6
Properties=species:S:1:pos:R:3:forces:R:3
H 2.3505 0.1588 -0.3229 -0.322 -0.694 -0.136
H 1.2759 0.2291 0.6845 -0.186 -0.660 -0.099
O 1.6031 -0.3829 -0.0001 0.466 1.393 0.254
H -2.4712 0.2283 -0.0165 -0.233 -0.191 0.140
O -1.7235 -0.3757 0.0410 -0.107 0.439 -0.069
H -1.0347 0.1424 -0.3859 0.382 -0.286 -0.091
```
Positions in Å, forces in eV/Å.

=====

Computed values of calculated total energy (unit: eV) for the preceding records, in sequence: -126979.3795; -4159.7217.